{
  "formula": "C75H175N5O15",
  "method": "ωB97M-V with the def2-TZVPD basis set",
  "symbols": ["C", "C", "C", "O", "H", "H", "H", "H", "H", "H", "H", "H", "C", "C", "C", "O", "H", "H", "H", "H", "H", "H", "H", "H", "C", "C", "C", "O", "H", "H", "H", "H", "H", "H", "H", "H", "C", "C", "C", "O", "H", "H", "H", "H", "H", "H", "H", "H", "C", "C", "C", "O", "H", "H", "H", "H", "H", "H", "H", "H", "C", "C", "C", "O", "H", "H", "H", "H", "H", "H", "H", "H", "C", "C", "C", "O", "H", "H", "H", "H", "H", "H", "H", "H", "C", "C", "C", "O", "H", "H", "H", "H", "H", "H", "H", "H", "C", "C", "C", "O", "H", "H", "H", "H", "H", "H", "H", "H", "C", "C", "C", "O", "H", "H", "H", "H", "H", "H", "H", "H", "C", "C", "C", "C", "C", "C", "N", "O", "C", "C", "C", "H", "H", "H", "H", "H", "H", "H", "H", "H", "H", "H", "H", "H", "H", "H", "H", "H", "H", "H", "C", "C", "C", "C", "C", "C", "N", "O", "C", "C", "C", "H", "H", "H", "H", "H", "H", "H", "H", "H", "H", "H", "H", "H", "H", "H", "H", "H", "H", "H", "C", "C", "C", "C", "C", "C", "N", "O", "C", "C", "C", "H", "H", "H", "H", "H", "H", "H", "H", "H", "H", "H", "H", "H", "H", "H", "H", "H", "H", "H", "C", "C", "C", "C", "C", "C", "N", "O", "C", "C", "C", "H", "H", "H", "H", "H", "H", "H", "H", "H", "H", "H", "H", "H", "H", "H", "H", "H", "H", "H", "C", "C", "C", "C", "C", "C", "N", "O", "C", "C", "C", "H", "H", "H", "H", "H", "H", "H", "H", "H", "H", "H", "H", "H", "H", "H", "H", "H", "H", "H"],
  "xyz": [[-1.873, -6.183, 1.993], [-0.617, -6.302, 1.185], [0.057, -7.639, 1.404], [-0.892, -6.231, -0.264], [-1.836, -6.609, 3.006], [-2.677, -6.760, 1.577], [-2.220, -5.140, 2.128], [0.059, -5.500, 1.425], [-0.575, -8.487, 1.456], [0.564, -7.678, 2.372], [0.907, -7.756, 0.678], [-1.457, -5.445, -0.415], [2.518, -7.437, -3.258], [1.550, -6.813, -2.234], [1.572, -5.275, -2.225], [0.267, -7.353, -2.566], [3.539, -7.400, -2.944], [2.371, -6.865, -4.189], [2.246, -8.447, -3.425], [1.779, -7.183, -1.239], [2.341, -4.882, -1.538], [0.591, -5.031, -1.857], [1.697, -4.787, -3.205], [-0.291, -7.019, -1.860], [1.280, -5.446, 6.390], [1.445, -3.877, 6.437], [1.727, -3.383, 5.080], [0.196, -3.323, 6.945], [2.068, -5.776, 5.702], [0.262, -5.654, 5.972], [1.424, -5.893, 7.385], [2.255, -3.577, 7.104], [1.019, -3.711, 4.306], [2.730, -3.480, 4.654], [1.564, -2.257, 5.129], [0.399, -2.531, 7.469], [-5.531, -0.915, 0.832], [-5.233, -1.996, -0.207], [-4.532, -1.361, -1.390], [-4.542, -3.169, 0.262], [-4.579, -0.506, 1.247], [-6.206, -1.241, 1.598], [-6.050, -0.129, 0.341], [-6.195, -2.304, -0.654], [-3.612, -0.879, -0.982], [-5.198, -0.542, -1.758], [-4.272, -2.024, -2.203], [-5.130, -3.873, 0.626], [-3.766, -5.527, -3.156], [-2.489, -4.832, -2.838], [-2.278, -3.651, -3.747], [-2.438, -4.367, -1.446], [-3.681, -5.878, -4.173], [-4.597, -4.822, -3.050], [-3.888, -6.362, -2.475], [-1.644, -5.539, -2.930], [-1.464, -3.052, -3.378], [-3.208, -3.066, -3.877], [-1.948, -4.007, -4.727], [-3.285, -4.047, -1.116], [3.280, 1.271, -2.574], [3.082, 2.443, -3.478], [1.698, 3.040, -3.613], [3.941, 3.552, -2.918], [3.034, 1.506, -1.582], [4.316, 0.939, -2.591], [2.743, 0.395, -2.912], [3.359, 2.246, -4.497], [1.504, 3.465, -2.658], [1.039, 2.281, -3.971], [1.609, 3.889, -4.305], [4.177, 4.168, -3.636], [3.724, -2.283, -2.476], [5.092, -2.837, -2.699], [5.386, -2.927, -4.210], [6.058, -1.934, -2.080], [3.695, -1.749, -1.475], [2.957, -3.044, -2.455], [3.521, -1.519, -3.253], [5.239, -3.837, -2.321], [4.545, -3.457, -4.673], [6.247, -3.525, -4.472], [5.402, -1.917, -4.607], [6.911, -2.128, -2.422], [-2.152, -1.860, 4.743], [-3.101, -2.684, 5.627], [-4.459, -2.905, 4.960], [-2.589, -4.012, 5.700], [-2.285, -2.322, 3.749], [-1.161, -2.091, 5.108], [-2.372, -0.779, 4.746], [-3.137, -2.207, 6.572], [-5.167, -3.265, 5.710], [-4.340, -3.712, 4.254], [-4.927, -2.073, 4.435], [-1.695, -3.886, 6.063], [6.424, -3.898, 3.272], [5.130, -3.811, 2.522], [5.224, -4.101, 1.072], [4.218, -4.775, 3.144], [6.830, -4.892, 3.424], [6.319, -3.406, 4.245], [7.166, -3.341, 2.708], [4.795, -2.750, 2.622], [5.579, -5.097, 0.888], [5.930, -3.460, 0.508], [4.232, -4.024, 0.505], [4.015, -5.340, 2.410], [4.549, 1.129, 3.310], [4.591, 0.345, 2.041], [5.911, -0.076, 1.555], [3.626, -0.766, 2.062], [4.518, 0.382, 4.093], [3.663, 1.723, 3.419], [5.395, 1.811, 3.406], [4.219, 0.947, 1.223], [5.915, -0.393, 0.497], [6.197, -0.984, 2.063], [6.643, 0.750, 1.673], [2.700, -0.485, 1.897], [4.527, 6.218, 2.625], [3.676, 6.824, 1.533], [3.815, 6.078, 0.231], [3.055, 4.768, 0.148], [1.639, 5.004, 0.562], [1.431, 5.758, 1.886], [2.220, 6.988, 1.869], [2.131, 7.512, 3.172], [-0.050, 6.175, 1.945], [1.723, 4.836, 3.074], [4.148, 8.265, 1.398], [5.573, 6.209, 2.294], [4.184, 5.191, 2.851], [4.493, 6.652, 3.605], [3.468, 6.719, -0.576], [4.895, 6.014, 0.103], [3.457, 3.984, 0.821], [3.092, 4.271, -0.850], [1.040, 4.091, 0.665], [1.070, 5.593, -0.180], [-0.734, 5.297, 1.908], [-0.246, 6.701, 2.872], [-0.324, 6.802, 1.065], [2.469, 4.080, 2.822], [1.965, 5.290, 4.040], [0.843, 4.239, 3.237], [5.161, 8.341, 0.854], [4.236, 8.766, 2.367], [3.463, 8.828, 0.779], [1.854, 8.409, 2.971], [-5.717, 4.870, 5.355], [-4.670, 3.898, 5.015], [-4.110, 4.136, 3.635], [-2.882, 3.253, 3.356], [-1.858, 3.384, 4.473], [-2.387, 3.127, 5.853], [-3.596, 3.972, 5.971], [-4.250, 3.843, 7.275], [-2.524, 1.627, 6.024], [-1.401, 3.696, 6.852], [-5.342, 2.490, 5.065], [-5.206, 5.881, 5.463], [-6.209, 4.584, 6.261], [-6.431, 4.774, 4.538], [-4.865, 3.967, 2.868], [-3.853, 5.200, 3.612], [-2.394, 3.634, 2.455], [-3.181, 2.223, 3.270], [-1.415, 4.387, 4.418], [-1.050, 2.707, 4.324], [-2.743, 1.123, 5.081], [-1.576, 1.264, 6.420], [-3.319, 1.332, 6.731], [-1.530, 3.346, 7.882], [-0.341, 3.454, 6.669], [-1.480, 4.803, 6.895], [-4.799, 1.608, 4.705], [-6.235, 2.670, 4.442], [-5.639, 2.184, 6.090], [-4.058, 4.691, 7.686], [-2.549, 4.467, -5.261], [-3.262, 3.739, -4.086], [-2.622, 2.330, -3.875], [-2.964, 1.765, -2.516], [-2.687, 2.762, -1.372], [-3.288, 4.156, -1.608], [-2.871, 4.567, -2.967], [-3.597, 5.785, -3.161], [-4.788, 4.112, -1.379], [-2.617, 5.207, -0.698], [-4.762, 3.594, -4.358], [-2.839, 4.061, -6.223], [-1.486, 4.540, -5.129], [-2.991, 5.465, -5.382], [-3.082, 1.787, -4.660], [-1.541, 2.450, -3.990], [-2.383, 0.897, -2.339], [-4.000, 1.474, -2.320], [-1.554, 2.857, -1.253], [-3.041, 2.390, -0.421], [-4.978, 4.079, -0.323], [-5.246, 5.052, -1.678], [-5.332, 3.302, -1.821], [-1.519, 5.242, -0.955], [-3.050, 6.215, -0.647], [-2.790, 4.887, 0.320], [-5.352, 4.466, -4.201], [-5.181, 2.809, -3.736], [-4.939, 3.225, -5.375], [-2.860, 6.399, -3.147], [1.652, -2.627, -5.901], [1.152, -1.204, -6.125], [2.368, -0.267, -6.229], [1.932, 1.169, -6.663], [1.196, 1.008, -8.016], [0.037, 0.113, -8.071], [0.475, -1.161, -7.402], [-0.725, -1.969, -7.242], [-1.274, 0.791, -7.544], [-0.294, -0.286, -9.516], [0.268, -0.850, -4.916], [2.088, -2.997, -6.825], [0.857, -3.285, -5.536], [2.468, -2.631, -5.145], [2.907, -0.190, -5.299], [3.047, -0.619, -7.003], [2.749, 1.838, -6.844], [1.308, 1.594, -5.912], [1.828, 0.759, -8.820], [0.694, 1.939, -8.316], [-1.437, 1.764, -8.045], [-2.195, 0.263, -7.700], [-1.418, 0.913, -6.469], [-1.218, -0.835, -9.569], [-0.330, 0.664, -10.058], [0.472, -0.847, -10.060], [-0.718, -1.297, -5.127], [0.110, 0.204, -4.753], [0.524, -1.341, -3.947], [-0.570, -2.671, -7.912], [-1.068, -2.911, 0.885], [0.300, -2.210, 0.748], [0.564, -1.754, -0.713], [-0.039, -0.371, -1.111], [0.354, 0.688, -0.124], [-0.011, 0.310, 1.320], [0.562, -0.974, 1.620], [0.289, -1.350, 2.994], [0.600, 1.253, 2.383], [-1.598, 0.343, 1.559], [1.383, -3.229, 1.198], [-0.972, -3.726, 0.161], [-1.902, -2.330, 0.480], [-1.322, -3.299, 1.877], [1.632, -1.704, -0.823], [0.166, -2.502, -1.406], [-1.119, -0.484, -0.972], [0.236, -0.108, -2.134], [-0.143, 1.675, -0.263], [1.487, 0.842, -0.242], [0.472, 0.720, 3.336], [1.635, 1.472, 2.176], [0.032, 2.197, 2.366], [-1.869, 1.292, 1.098], [-2.160, -0.390, 0.975], [-1.894, 0.282, 2.635], [2.389, -2.859, 1.364], [1.443, -4.119, 0.517], [0.993, -3.671, 2.157], [-0.621, -1.645, 2.957]],
  "forces_ev_per_a": [[-0.96, 0.66, 1.06], [-0.20, -1.10, -1.15], [2.31, 0.72, 0.12], [-0.13, 0.34, 1.40], [0.69, 0.24, -0.09], [-0.42, -0.21, -0.74], [0.13, -0.53, -0.25], [0.35, 0.25, 0.14], [-0.91, -0.74, -0.65], [-0.05, 0.41, 0.17], [-1.03, -0.18, 0.38], [-0.02, -0.39, -0.29], [-0.96, 1.56, 0.04], [0.61, -0.65, -1.04], [0.12, -0.42, 0.05], [0.45, 0.58, -0.35], [0.73, 0.22, 0.17], [0.30, -0.37, 0.14], [-0.26, -1.03, -0.16], [0.30, 0.09, 0.35], [-0.31, -0.20, -0.22], [-0.30, 0.69, 0.37], [0.00, -0.46, 0.12], [-0.61, -0.09, 0.47], [-0.04, 1.44, 0.13], [-0.54, -2.02, 0.68], [-0.39, 3.14, -1.47], [0.42, 0.12, 0.15], [-0.31, -0.33, 0.18], [0.91, -0.03, 0.37], [-0.26, 0.03, -0.42], [0.00, -0.18, 0.16], [0.04, -0.22, 0.39], [-0.06, -0.52, 0.47], [0.21, -1.10, -0.28], [-0.11, -0.39, -0.35], [1.41, -0.65, 0.14], [-1.63, -0.38, -0.78], [0.71, 1.26, 0.87], [-0.05, -0.29, 0.18], [-0.71, -0.32, -0.07], [-0.05, -0.41, 0.69], [-0.33, 0.87, -0.57], [0.02, -0.24, 0.52], [-0.30, -0.21, -0.64], [0.61, -0.68, 0.13], [-0.02, -0.24, -0.07], [0.38, 1.24, -0.43], [-0.10, -0.09, 0.50], [0.64, 0.58, 1.04], [-0.01, -0.17, -0.68], [0.22, -0.47, -0.83], [-0.35, -0.22, -0.35], [-0.09, -0.19, -0.12], [-0.27, -0.23, -0.03], [-0.30, 0.35, 0.10], [0.17, 0.52, 0.26], [0.52, -0.11, 0.11], [-0.24, 0.06, -0.09], [-0.31, 0.14, -0.03], [0.57, -0.51, -1.27], [0.76, 2.58, -0.18], [0.57, 0.24, 0.04], [-0.29, -0.98, -1.02], [-0.49, 0.32, 1.43], [0.26, 0.25, 0.02], [-0.63, -0.06, -0.02], [0.92, -0.45, -0.46], [-1.04, 0.02, 1.00], [-0.96, -0.49, 0.26], [0.54, -0.32, -0.11], [-0.27, -0.49, 0.40], [-0.10, 1.47, 1.30], [1.65, 0.40, -1.15], [-1.16, -0.33, 0.43], [-1.81, -0.14, 0.38], [0.05, -0.62, -1.06], [-0.13, -0.09, -0.24], [-0.11, -0.45, 0.39], [-0.19, -0.35, 0.68], [0.02, 0.13, -0.04], [0.56, 0.19, 0.10], [0.27, 0.10, -0.27], [1.11, -0.32, -0.48], [-0.86, -0.69, -0.11], [-0.22, -0.23, -2.34], [-0.48, 0.10, 0.79], [0.75, 0.43, 0.70], [0.23, 0.51, 0.04], [0.50, 0.42, -0.08], [0.17, -0.61, -0.09], [-0.39, 0.25, 1.29], [-0.08, 0.03, -0.04], [0.16, -0.21, -0.35], [0.30, 0.34, 0.16], [-0.04, -0.49, 0.08], [0.70, 0.62, 0.16], [-0.57, 0.35, 1.01], [-0.62, 0.35, -2.37], [0.36, 1.28, -0.20], [-0.26, -0.33, -0.10], [0.04, -0.21, -0.07], [0.34, 0.25, 0.01], [-0.47, -0.92, 0.19], [0.26, -0.85, 0.04], [-0.36, 0.03, 0.50], [1.08, 0.08, 0.98], [-0.55, -0.71, -0.23], [0.39, -0.37, 0.50], [-2.90, 0.41, -1.71], [1.32, -0.85, -0.59], [0.87, 0.18, 0.24], [0.32, 0.08, 0.60], [-0.65, 0.25, -0.12], [0.13, -0.17, 0.12], [-0.28, 0.85, -0.22], [-0.29, 0.39, 0.28], [0.67, -0.13, 0.61], [-0.29, -0.68, 0.07], [0.54, -0.05, 0.12], [0.02, -2.00, 0.20], [-0.79, 1.38, 1.10], [0.38, 0.11, -0.50], [0.43, -1.34, 0.11], [-1.67, 0.55, 0.02], [-0.43, -0.23, -0.02], [0.61, -1.10, -0.74], [-0.06, 0.80, 0.40], [-0.42, -0.23, -0.65], [0.08, -0.76, 0.07], [1.82, 0.59, -1.23], [-0.19, -0.15, 0.09], [0.60, 0.18, -0.45], [-0.21, 0.96, 0.23], [-0.19, 0.22, -0.16], [0.06, -0.49, -0.33], [0.21, 0.47, -0.09], [0.12, 0.75, 0.53], [0.29, -0.21, -0.09], [0.47, -0.08, -0.11], [0.55, 0.33, 0.07], [-0.13, 0.21, 0.11], [0.30, -0.20, 0.68], [0.29, 0.19, 0.09], [0.06, 0.25, -0.42], [-0.60, -0.25, 0.19], [-1.29, -0.26, 0.97], [0.04, -0.19, -0.18], [-0.31, 0.17, -0.18], [-0.09, 0.23, 0.39], [0.19, 1.70, -0.30], [0.63, -3.30, 0.01], [0.69, 0.14, -0.12], [0.02, 1.19, 0.40], [0.01, 1.13, -0.65], [-0.61, 0.65, 0.40], [0.09, 0.92, 1.30], [1.08, -0.47, -0.51], [-0.63, -0.58, 0.71], [0.87, 0.76, 1.20], [-0.94, -0.09, 0.04], [-1.10, -0.94, -0.28], [-0.29, 0.11, 0.52], [-0.22, 0.82, 0.00], [-0.22, -0.01, 0.04], [0.26, -0.01, -0.27], [-0.16, -0.52, -0.25], [-0.13, -0.44, -0.46], [-0.14, 0.02, 0.12], [0.76, -0.64, -0.24], [0.12, 0.08, 0.06], [-0.01, -0.26, -0.13], [0.35, 0.26, -0.13], [-0.49, -0.08, -0.14], [-0.37, -0.06, -0.52], [0.05, -0.62, -0.22], [0.12, 0.59, -0.39], [0.02, -0.82, 0.28], [-0.04, 0.62, -0.53], [0.06, 0.01, 0.04], [-1.83, 0.14, -0.48], [1.26, -0.20, -0.96], [-0.76, 1.91, 0.50], [-0.60, 0.98, 1.22], [2.17, 0.52, -0.29], [0.70, -0.12, -0.35], [-1.27, 0.02, 0.86], [0.59, 0.81, -0.09], [-0.24, 1.01, 0.34], [0.44, -0.47, 0.33], [0.14, -1.21, -0.31], [0.41, -0.79, -0.25], [0.46, -0.11, 0.05], [0.36, -0.02, 0.46], [0.12, -1.15, -0.88], [-0.05, -0.31, -0.06], [0.60, -1.05, 0.20], [-0.13, -0.12, -0.90], [-1.29, 0.11, -0.20], [-0.23, -0.25, 0.27], [0.03, -0.26, 0.79], [-0.04, 0.00, -0.32], [-0.01, -0.44, -0.29], [-1.10, 0.07, 0.49], [0.01, -0.24, -0.82], [0.51, -0.40, 0.55], [-0.19, 0.85, 0.06], [-0.07, -0.09, 0.17], [0.23, 0.28, -0.02], [-0.20, 0.52, -0.10], [0.62, -0.16, 0.41], [0.84, 0.55, 1.38], [-0.45, 1.40, -0.72], [-0.42, -1.98, -1.38], [-0.60, 2.53, 0.70], [-1.46, -2.55, 0.98], [-1.65, -0.13, -0.51], [0.66, -0.70, -1.11], [-0.13, 0.33, 0.55], [0.76, 0.86, -0.34], [-1.06, -0.92, 0.27], [-0.07, -0.24, -0.13], [0.12, 0.04, -0.24], [-0.57, 0.09, -0.31], [0.18, -0.33, 0.52], [0.16, -0.32, -0.01], [0.69, 0.24, 0.16], [-0.64, 0.43, 0.42], [1.35, -0.38, -0.73], [0.81, 0.42, 0.06], [0.36, -0.32, 0.30], [-0.19, -0.90, -0.88], [1.01, 0.42, 0.22], [-0.40, 0.05, -0.10], [-0.61, -0.08, -0.22], [0.21, -0.14, 0.58], [0.18, 0.33, 0.06], [0.07, 0.45, 0.07], [0.51, 0.42, -0.74], [-0.30, 0.55, 0.70], [0.27, 0.48, -0.93], [0.97, 1.11, 0.43], [-0.57, 0.57, 0.10], [-0.62, -1.09, 0.98], [1.49, 1.12, 0.56], [-1.21, -0.21, 1.03], [0.79, -2.24, 0.18], [0.39, 0.26, -1.22], [-1.24, 0.07, -0.57], [0.92, 0.42, -0.56], [-1.25, -1.51, 0.44], [-0.15, -0.06, 0.51], [0.09, 0.03, 0.27], [0.23, 0.15, -0.13], [0.59, -0.01, -0.18], [0.16, -0.13, 0.09], [-0.20, 0.02, -0.76], [-0.25, -0.03, 0.07], [0.43, -0.59, -0.41], [-1.45, -0.04, 0.60], [0.23, 0.66, -0.17], [0.48, 0.00, -0.04], [0.24, -0.17, 0.18], [-0.43, 0.28, 0.54], [0.25, -0.22, 0.23], [0.36, 0.17, -0.89], [-0.07, 0.48, -0.04], [-0.15, 0.90, 0.18], [0.73, 0.48, -0.71], [-0.55, -0.18, 0.33]],
  "lowdin_charge": [-0.05, -0.43, -0.04, -0.10, 0.09, 0.08, 0.07, 0.09, 0.07, 0.08, 0.08, 0.04, -0.04, -0.46, -0.04, -0.06, 0.06, 0.08, 0.06, 0.11, 0.07, 0.05, 0.07, 0.03, -0.03, -0.46, -0.08, -0.08, 0.07, 0.09, 0.07, 0.14, 0.07, 0.07, 0.10, 0.10, -0.04, -0.47, -0.05, -0.07, 0.09, 0.07, 0.06, 0.14, 0.07, 0.10, 0.06, 0.12, -0.05, -0.45, -0.05, -0.10, 0.09, 0.09, 0.09, 0.13, 0.06, 0.08, 0.09, 0.06, -0.03, -0.42, -0.05, -0.09, 0.05, 0.09, 0.05, 0.11, 0.06, 0.04, 0.09, 0.09, -0.06, -0.46, -0.05, -0.06, 0.10, 0.04, 0.06, 0.12, 0.07, 0.07, 0.08, 0.06, -0.04, -0.46, -0.05, -0.06, 0.08, 0.06, 0.06, 0.12, 0.08, 0.07, 0.07, 0.05, -0.06, -0.49, -0.07, -0.06, 0.08, 0.09, 0.07, 0.12, 0.08, 0.09, 0.09, 0.06, -0.04, -0.50, -0.05, -0.08, 0.09, 0.05, 0.08, 0.12, 0.08, 0.06, 0.10, 0.05, -0.03, -0.53, -0.13, -0.17, -0.15, -0.51, -0.09, -0.04, -0.03, -0.02, -0.05, 0.10, 0.07, 0.08, 0.12, 0.12, 0.11, 0.10, 0.11, 0.12, 0.07, 0.08, 0.09, 0.06, 0.10, 0.05, 0.11, 0.08, 0.08, 0.11, -0.05, -0.59, -0.12, -0.16, -0.16, -0.53, -0.07, -0.03, -0.03, -0.05, -0.02, 0.12, 0.08, 0.09, 0.12, 0.13, 0.09, 0.08, 0.12, 0.09, 0.04, 0.09, 0.10, 0.08, 0.09, 0.10, 0.06, 0.09, 0.09, 0.10, -0.02, -0.50, -0.10, -0.16, -0.12, -0.51, -0.09, -0.06, -0.02, -0.03, -0.02, 0.07, 0.07, 0.08, 0.10, 0.11, 0.07, 0.10, 0.12, 0.10, 0.08, 0.09, 0.06, 0.10, 0.09, 0.06, 0.08, 0.06, 0.09, 0.11, -0.03, -0.53, -0.10, -0.13, -0.15, -0.51, -0.06, -0.05, -0.02, -0.04, -0.02, 0.09, 0.08, 0.06, 0.09, 0.12, 0.10, 0.07, 0.11, 0.12, 0.09, 0.07, 0.06, 0.07, 0.09, 0.09, 0.08, 0.05, 0.08, 0.12, -0.02, -0.41, -0.09, -0.16, -0.13, -0.48, -0.08, -0.05, -0.01, 0.01, -0.02, 0.06, 0.07, 0.07, 0.08, 0.11, 0.09, 0.09, 0.10, 0.13, 0.09, 0.06, 0.07, 0.06, 0.04, 0.08, 0.06, 0.08, 0.07, 0.02],
  "homo_lumo_gap_ev": 8.877,
  "fmax_ev_per_a": 3.492,
  "de_lowest_kcal_mol": 0.0,
  "homo_ev": -8.567
}